# 1
Molecular formula: C35H43ClP2Si2Tc
Method: DFT, wB97M-V/def2-TZVPD

Each line ends with the Mulliken charge.
Cartesian coordinates (Å):
C  -1.2188  4.0195  1.7849  -0.967
C  0.1007  3.7946  1.2501  -0.638
C  -0.0395  3.1260  -0.0139  -0.590
H  1.0324  4.1314  1.6913  0.727
C  -1.4552  2.9606  -0.2701  -0.180
C  -2.1739  3.5299  0.8245  -0.479
H  -3.2570  3.6022  0.8871  0.788
H  -1.4536  4.5644  2.6916  0.603
H  0.7669  2.8174  -0.6736  0.537
H  -1.9052  2.4938  -1.1385  0.396
Tc  -0.9059  1.9261  1.5957  -0.771
Si  1.0585  -0.1177  -2.6695  -0.302
C  2.4074  -1.3196  -2.1663  0.966
C  2.2013  -2.6946  -2.3181  -0.124
H  1.2044  -3.0823  -2.5521  0.340
C  3.2612  -3.5949  -2.1686  -0.853
H  3.0708  -4.6637  -2.2762  0.440
C  4.5359  -3.1257  -1.8507  -0.520
H  5.3652  -3.8308  -1.7253  0.426
C  4.7539  -1.7572  -1.6975  -0.560
H  5.7448  -1.3866  -1.4277  0.465
C  3.6912  -0.8565  -1.8507  -0.498
H  3.8550  0.2147  -1.7058  0.357
C  0.7036  -0.9542  -4.3581  0.729
C  1.6288  -0.8386  -5.4083  -0.455
H  2.4784  -0.1651  -5.2959  0.440
C  1.5011  -1.6223  -6.5660  -0.668
H  2.2416  -1.5379  -7.3633  0.449
C  0.4294  -2.5099  -6.7110  -0.435
H  0.3214  -3.0986  -7.6323  0.431
C  -0.5118  -2.6130  -5.6903  -0.864
H  -1.3665  -3.2899  -5.7988  0.469
C  -0.3745  -1.8367  -4.5228  0.178
H  -1.1176  -1.9587  -3.7293  0.302
H  1.6457  1.2261  -2.8030  -0.170
Si  -1.2695  -2.8053  -0.2593  -0.022
C  -1.5532  -1.3272  -1.4472  0.390
C  -0.6923  -0.0934  -1.7983  4.938
H  -0.4213  0.4446  -0.8623  -2.786
C  -1.2734  0.8239  -2.8028  -1.312
H  -0.6513  1.6351  -3.2126  0.426
C  -2.5732  0.7052  -3.2466  -0.443
H  -2.9530  1.3810  -4.0227  0.515
C  -3.3905  -0.2939  -2.7153  -1.300
H  -4.4408  -0.3319  -2.9996  0.491
C  -2.8803  -1.2772  -1.8512  -0.735
H  -3.6115  -1.9976  -1.4608  0.426
C  0.3026  -2.2522  0.5956  -0.060
C  0.5004  -0.9089  0.9219  0.269
H  -0.3847  -0.2522  1.1092  0.795
C  1.8027  -0.4109  1.0226  -0.639
H  1.9905  0.6660  0.9582  0.493
C  2.8558  -1.3147  1.2248  -0.785
H  3.8716  -0.9401  1.3529  0.488
C  2.5917  -2.6866  1.2189  -0.693
H  3.4079  -3.3978  1.3820  0.420
C  1.3229  -3.1582  0.8939  -0.386
H  1.1077  -4.2283  0.8351  0.420
H  -1.3745  -4.1848  -0.5871  -0.142
Cl  -2.7275  -2.6895  1.2272  -0.351
C  0.6301  0.0049  3.9623  -1.551
P  0.3680  1.7569  3.4759  1.827
C  2.0157  2.5179  3.6367  -1.559
C  -0.4779  2.4002  5.0059  -1.273
C  -1.9877  2.4775  4.8186  -0.937
P  -2.5468  1.6978  3.2169  1.410
C  -2.9065  -0.0158  3.7221  -0.991
C  -4.2197  2.4034  3.0803  -1.577
H  -0.0565  -0.6636  3.4266  0.203
H  0.4849  -0.1245  5.0402  0.728
H  1.6577  -0.2658  3.6903  0.337
H  2.4117  2.3487  4.6505  0.424
H  2.6976  2.0822  2.8961  0.326
H  1.9502  3.5989  3.4556  0.473
H  -0.2080  1.7182  5.8274  0.472
H  -0.0584  3.3933  5.2281  0.370
H  -2.5219  1.9541  5.6249  0.469
H  -2.3424  3.5195  4.7947  0.433
H  -3.8681  -0.0307  4.2515  0.490
H  -2.9849  -0.6384  2.8230  -0.069
H  -2.1287  -0.4224  4.3783  0.345
H  -4.9048  1.8295  3.7186  0.468
H  -4.2201  3.4468  3.4182  0.381
H  -4.5598  2.3540  2.0391  0.414

Output
E_tot (eV): -86030.612
Net charge: +2
Molar mass (g mol⁻¹): 715.302
Spin multiplicity: 4
Orbital gap (spin up / spin down) (eV): 6.738 / 3.156
<S²>: 3.81
Energy relative to the best compared isomer or geometry (same formula, charge and spin) (kcal/mol): 53.6

# 2
Molecular formula: C35H43EuF3N2O8P
Method: DFT, wB97M-V/def2-TZVPD

Each line ends with the Mulliken charge.
Cartesian coordinates (Å):
Eu  0.1344  -0.6908  -0.5720  0.495
O  4.0217  -2.6927  -0.1739  -0.777
C  3.0205  -2.0365  -0.4380  0.040
O  1.8477  -2.2018  0.0402  -0.510
C  3.1609  -0.8277  -1.4144  0.468
O  4.1440  -0.6935  -2.1278  -0.775
O  2.1813  0.0248  -1.3717  0.900
C  -2.4182  -0.8303  -4.4758  -1.004
C  -2.3680  0.1491  -3.3327  0.602
O  -2.3052  -0.1718  -2.1653  -0.477
N  -2.3887  1.4751  -3.6814  -0.177
C  -1.9976  2.4618  -2.6781  -0.397
C  -0.5394  2.8202  -2.8257  0.589
C  -0.1289  4.0791  -3.2432  -0.961
C  1.2267  4.3191  -3.4221  -0.504
C  2.1167  3.2855  -3.1827  -1.213
C  1.6174  2.0581  -2.7634  -0.492
N  0.3195  1.8251  -2.5842  0.517
H  -3.2038  -1.5615  -4.2943  0.274
H  -1.4715  -1.3733  -4.4656  0.122
H  -2.5743  -0.3444  -5.4399  0.415
H  -2.1459  1.6941  -4.6336  0.258
H  -2.1400  1.9811  -1.7081  -0.161
H  -2.6351  3.3436  -2.7617  0.396
H  -0.8591  4.8593  -3.4216  0.407
H  1.5751  5.2926  -3.7458  0.384
H  3.1815  3.4211  -3.3197  0.516
H  2.2700  1.2198  -2.5422  0.747
C  0.2224  -4.6181  -4.2006  -0.279
C  -0.8627  -4.4174  -3.3568  -0.834
C  -0.9481  -3.2587  -2.5935  -0.031
C  0.0148  -2.2268  -2.6200  0.298
C  1.0873  -2.4818  -3.4972  -0.137
C  1.2002  -3.6359  -4.2679  -0.794
H  0.3165  -5.5314  -4.7799  0.322
H  -1.6410  -5.1736  -3.2897  0.362
H  -1.8133  -3.1449  -1.9425  0.303
H  1.8882  -1.7498  -3.5892  0.160
H  2.0621  -3.7759  -4.9145  0.346
C  -1.1796  0.2565  2.9670  -1.615
C  -0.9413  1.5232  2.1483  2.472
C  -1.8410  2.6363  2.7183  -2.092
C  -1.1416  1.3205  0.6326  -0.885
H  -1.0722  0.4544  4.0407  0.465
H  -0.4695  -0.5223  2.6898  0.195
H  -2.1830  -0.1321  2.7836  0.212
H  0.0959  1.8251  2.3303  -0.819
H  -2.8903  2.3322  2.6539  0.453
H  -1.7190  3.5661  2.1551  0.366
H  -1.6081  2.8392  3.7726  0.421
H  -0.9112  2.2966  0.1610  -0.016
H  -2.2247  1.1673  0.4685  0.510
F  -5.6288  -6.5580  5.3448  -0.294
C  -5.9915  -5.3100  4.9717  0.890
F  -7.2693  -5.4084  4.5130  -0.277
F  -6.0873  -4.5879  6.1236  -0.269
C  -5.0675  -4.6977  3.9881  0.405
C  -5.3814  -3.4545  3.4404  -0.846
C  -4.5071  -2.8369  2.5722  -0.435
C  -3.2768  -3.4305  2.2291  0.363
C  -2.9927  -4.6946  2.7788  -0.569
C  -3.8686  -5.3173  3.6436  -0.543
C  -2.3523  -2.7748  1.3843  0.076
C  -1.5131  -2.1875  0.7088  -0.870
H  -6.3212  -2.9830  3.7031  0.330
H  -4.7516  -1.8745  2.1427  0.455
H  -2.0596  -5.1685  2.5052  0.483
H  -3.6357  -6.2915  4.0529  0.397
C  2.0873  5.0258  0.9510  -1.037
C  1.6494  3.8933  1.8768  -0.066
O  2.5195  2.7908  1.8060  -0.354
P  2.3002  1.6263  0.5544  0.053
O  3.9053  1.4837  0.3375  -0.473
C  4.5427  2.2804  -0.6526  0.352
C  5.7759  2.9229  -0.0388  -1.618
O  2.0296  0.3046  1.4625  0.676
C  3.0355  -0.4107  2.2044  -0.575
C  3.3066  0.2460  3.5488  -1.470
H  1.4246  5.8875  1.0669  0.443
H  2.0491  4.6851  -0.0860  0.053
H  3.1111  5.3284  1.1823  0.254
H  0.6205  3.6086  1.6283  0.036
H  1.6575  4.2449  2.9147  0.357
H  3.8577  3.0580  -1.0161  -0.059
H  4.8098  1.6345  -1.4882  0.344
H  5.4902  3.6014  0.7672  0.261
H  6.3335  3.4745  -0.7993  0.416
H  6.4204  2.1451  0.3726  0.337
H  3.9491  -0.4875  1.6207  0.333
H  2.6362  -1.4156  2.3281  0.465
H  3.7005  1.2498  3.3991  0.206
H  4.0288  -0.3533  4.1079  0.417
H  2.3812  0.3169  4.1241  0.286

Output
E_tot (eV): -93125.455
Net charge: -2
Molar mass (g mol⁻¹): 859.667
Spin multiplicity: 7
Orbital gap (spin up / spin down) (eV): 5.833 / 5.803
<S²>: 12.02